[1]
Entry from the OMol25 dataset: a structure of composition C24H31IN5O3Ti (ωB97M-V/def2-TZVPD).

```
65
Properties=species:S:1:pos:R:3:forces:R:3
Ti 0.428479 0.935641 -1.470194 -0.312 0.473 -0.507
C -3.542662 -1.296972 -1.291342 0.013 -0.021 0.018
C -3.234696 -0.610448 0.004661 -0.015 -0.018 -0.027
N -4.088474 -0.727942 1.002003 -0.036 -0.003 -0.025
C -3.866135 -0.073719 2.148575 0.069 0.018 -0.017
C -2.807807 0.785963 2.346970 -0.013 0.008 0.080
C -2.710088 1.545522 3.646523 -0.004 0.004 -0.020
O -3.631292 2.620034 3.725801 0.008 0.017 0.003
C -1.880611 0.928733 1.294779 -0.063 -0.074 -0.149
C -0.824875 1.908141 1.313857 0.078 0.028 -0.001
N 0.044750 1.974575 0.375123 0.006 -0.098 0.124
C 1.020295 2.970551 0.176502 0.181 0.164 -0.118
C 1.425100 4.027267 0.983925 -0.079 -0.050 0.071
C 2.380485 4.879235 0.455411 -0.002 0.027 0.045
C 2.888827 4.680173 -0.828951 -0.013 -0.072 -0.084
C 2.463078 3.611895 -1.610867 0.081 0.154 0.109
C 1.519092 2.729714 -1.095989 0.049 -0.080 0.012
I -0.950192 2.275029 -3.336944 0.021 -0.108 0.137
C -2.060181 0.166928 0.128555 -0.076 0.035 0.283
O -1.185389 0.149367 -0.857411 0.188 -0.230 0.021
H -4.573415 -1.641278 -1.274886 0.011 -0.008 0.007
H -2.892577 -2.160808 -1.444515 0.062 -0.044 0.013
H -3.399667 -0.617065 -2.133015 0.000 0.003 0.007
H -4.593566 -0.225674 2.937872 -0.001 -0.011 -0.003
H -1.687899 1.892596 3.829770 0.004 -0.010 0.012
H -2.964488 0.879957 4.471064 -0.011 -0.002 -0.005
H -3.615015 3.123064 2.905183 -0.005 -0.004 -0.011
H -0.798556 2.643269 2.116174 -0.004 0.020 -0.020
H 1.017397 4.192348 1.973619 0.022 0.027 -0.001
H 2.730815 5.719801 1.039349 -0.007 -0.006 0.009
H 3.620337 5.375513 -1.219797 -0.001 0.003 0.000
H 2.861347 3.515988 -2.615754 -0.003 -0.020 -0.003
O 2.176175 0.117007 -0.412866 -0.151 -0.156 -0.010
C 2.708504 -1.169206 0.015800 -0.015 0.014 0.164
C 2.455061 -1.415590 1.490905 -0.077 -0.012 -0.037
C 0.976919 -1.392678 1.898228 0.022 -0.013 -0.078
C 0.141757 -2.583539 1.488480 0.062 -0.067 -0.025
C -0.673261 -3.205359 2.428542 -0.034 0.026 0.008
C -1.466834 -4.274157 2.048384 0.006 0.008 0.046
C -1.403559 -4.716571 0.738923 -0.005 0.010 0.007
C -0.548910 -4.056734 -0.125462 -0.035 -0.011 -0.162
N 0.198081 -3.006941 0.218156 0.050 0.181 -0.013
H 2.630698 0.844235 0.033444 0.019 -0.010 0.024
H 3.775361 -1.171409 -0.211270 -0.001 -0.035 0.014
H 2.204665 -1.920724 -0.579768 -0.026 -0.002 -0.087
H 2.991790 -0.655434 2.066600 -0.010 -0.005 0.032
H 2.904559 -2.375533 1.757119 0.021 -0.003 -0.050
H 0.518193 -0.487497 1.494485 -0.067 0.043 -0.018
H 0.920784 -1.305009 2.983457 -0.001 0.039 0.002
H -0.684416 -2.846917 3.449295 -0.011 0.004 0.003
H -2.116249 -4.758603 2.765349 0.000 0.004 0.005
H -1.998245 -5.549931 0.392540 0.021 -0.003 -0.005
H -0.464243 -4.389877 -1.156219 0.004 0.042 0.030
N 2.069658 0.894274 -3.085233 0.021 -0.085 0.055
C 2.356965 -0.444212 -3.630255 -0.003 -0.016 0.002
C 1.026437 -1.131516 -3.840556 0.037 -0.005 0.008
N 0.281724 -1.012426 -2.576972 0.081 0.000 0.109
H 1.730544 1.516172 -3.814558 0.018 0.014 -0.012
H 2.908832 1.310054 -2.698871 0.011 0.024 -0.014
H 2.944196 -0.989060 -2.888398 0.012 0.008 -0.012
H 2.937713 -0.404093 -4.552894 -0.006 0.008 -0.003
H 1.157949 -2.167883 -4.153609 -0.007 -0.002 0.014
H 0.458145 -0.610299 -4.611884 -0.016 -0.009 0.010
H 0.511191 -1.750808 -1.909500 -0.057 -0.095 0.027
H -0.722593 -1.067119 -2.717475 -0.006 -0.022 0.004
```
Forces are in eV/Å.

Summary:
Total charge ... +1
Kohn-Sham gap ... 0.267 hartree
E ... -70198.1700 eV
HOMO ... -11.07 eV


[2]
Entry from the OMol25 dataset: a structure of composition C13H16AlCl18F4OS in a non-equilibrium geometry (ωB97M-V/def2-TZVPD).

```
54
Properties=species:S:1:pos:R:3:forces:R:3
C -1.945581 1.729353 3.220241 -0.881 0.244 0.117
C -2.760416 0.463446 3.015141 0.567 -0.232 0.489
Cl -4.239943 0.878863 2.049415 -0.012 -0.118 -0.142
C -1.997399 -0.735135 2.441211 0.250 0.596 -0.348
Cl -1.896400 -2.073237 3.661140 -0.165 0.089 0.087
Al -0.143774 -0.390096 1.648544 0.179 -0.236 -0.611
S 0.646548 -2.476410 1.051027 0.043 -0.372 0.223
C -0.385856 0.690987 -0.053727 -0.205 0.178 0.632
C 0.281801 2.093511 -0.040799 -0.476 -0.679 -0.456
C 1.472451 2.276807 -0.979760 0.122 0.598 1.154
F 1.980305 1.106967 -1.509425 0.083 -0.291 -0.068
C 1.221088 0.376245 2.947076 0.077 -0.513 -0.819
C 2.561159 0.818630 2.378057 -0.119 0.497 1.112
O 3.265462 1.523147 3.428451 0.043 0.291 0.138
C 3.497652 -0.309966 1.941936 0.297 2.033 0.498
F 3.462214 -1.349578 2.713891 -0.289 -1.679 1.133
F 3.315931 -0.653998 0.706116 -0.724 -0.772 -2.030
F 4.770158 0.135353 1.984198 1.028 0.400 0.037
H -1.398262 2.049196 2.340153 0.303 -0.161 -0.077
H -1.327060 1.597108 4.101295 0.469 -0.061 -0.137
H -2.643283 2.528532 3.456580 -0.047 0.232 0.093
H -3.118100 0.169085 3.992724 -0.442 0.005 0.136
H -2.598929 -1.112041 1.623319 -0.026 -0.418 -0.119
H 0.508171 -2.599590 -0.278889 0.106 0.414 0.454
H -1.458651 0.858380 -0.167916 -0.197 -0.115 -0.071
H -0.094028 0.064958 -0.892972 0.207 0.120 -0.180
H 0.579840 2.327247 0.978268 0.195 0.175 0.131
H -0.465372 2.837092 -0.313955 -0.030 0.202 -0.034
H 2.275823 2.715557 -0.395019 0.315 0.059 -0.020
H 1.281969 2.985523 -1.772717 -0.294 -0.196 -0.540
H 1.441844 -0.410349 3.668016 -0.034 -0.113 0.206
H 0.861892 1.218918 3.529283 -0.174 0.181 -0.027
H 2.484337 1.512460 1.543222 -0.134 -0.185 -0.317
H 3.443560 2.424892 3.140052 0.061 -0.259 -0.030
C -1.183145 -4.565766 -2.578490 -0.033 0.123 0.107
Cl 0.346113 -5.449514 -2.658128 -0.014 0.024 -0.026
Cl -1.980287 -4.625026 -4.162377 -0.029 -0.044 -0.003
Cl -2.231349 -5.303246 -1.366309 0.000 -0.100 -0.018
Cl -0.878592 -2.891698 -2.128671 -0.258 -0.049 -0.373
C -6.063736 -3.843060 -1.027979 0.142 0.069 0.014
Cl -4.752449 -2.773991 -0.549288 -0.047 0.036 0.024
Cl -7.617634 -3.033088 -0.776326 -0.007 -0.022 -0.007
Cl -5.890593 -4.262524 -2.738602 -0.012 -0.014 -0.003
Cl -6.008233 -5.319905 -0.055481 -0.012 -0.008 -0.012
C -0.059797 -0.386775 -5.063694 0.059 -0.020 0.175
Cl 0.260385 -2.083276 -5.442248 0.046 0.011 -0.106
Cl -1.783691 -0.182192 -4.718807 -0.013 -0.005 -0.040
Cl 0.876386 0.099368 -3.657207 -0.139 -0.053 -0.254
Cl 0.383092 0.617396 -6.458024 -0.015 0.007 -0.021
C 4.755250 4.145959 -2.354172 -0.007 -0.130 0.084
Cl 6.033665 5.262017 -1.848592 -0.002 0.017 -0.015
Cl 3.181710 4.931330 -2.146151 0.177 0.118 -0.055
Cl 4.978180 3.729975 -4.057507 -0.008 0.018 0.005
Cl 4.831571 2.680230 -1.376280 0.077 0.107 -0.089
```
Forces are in eV/Å.

Summary:
Total charge ... -1
Kohn-Sham gap ... 0.251 hartree
E ... -269496.5144 eV
HOMO ... -5.07 eV


[3]
Entry from the OMol25 dataset: an isolated molecule of C3H5FO in a non-equilibrium geometry (ωB97M-V/def2-TZVPD).

```
10
Properties=species:S:1:pos:R:3:forces:R:3
F 1.936678 -0.093127 -0.102182 -2.631 -0.257 -0.015
C 0.569083 -0.068914 0.315774 -0.920 -0.437 4.674
C -0.661606 -1.104397 -0.128228 -0.994 1.528 -0.658
O -1.605072 0.180220 0.114760 3.409 -0.901 -0.450
C -0.400493 1.052220 -0.117627 0.777 1.644 -1.388
H 0.584376 -0.052911 1.551197 0.217 -0.168 -3.203
H -0.444711 -1.173841 -1.247884 -0.943 -0.271 1.246
H -1.257410 -2.143448 0.296767 2.401 3.237 -0.741
H -0.232190 2.312680 0.200914 -1.078 -4.111 0.121
H -0.281489 1.180441 -1.218945 -0.237 -0.264 0.415
```
Forces are in eV/Å.

Summary:
Kohn-Sham gap ... 0.407 hartree
E ... -7952.7678 eV
HOMO ... -10.14 eV
SMILES string ... FC1COC1


[4]
Entry from the OMol25 dataset: a cluster of 40 separate species, H80O40 in total in a non-equilibrium geometry (ωB97M-V/def2-TZVPD).

```
120
Properties=species:S:1:pos:R:3:forces:R:3
H 1.657775 2.775734 1.696898 -1.573 -0.645 -0.900
H 2.008330 3.418938 0.507478 -0.116 1.164 -1.168
O 1.272777 2.866521 0.777450 0.840 -0.685 1.922
H 0.250461 -3.425613 -5.745929 0.451 -0.783 1.143
H -0.160148 -3.149898 -4.239024 0.661 -2.223 -1.843
O 0.367490 -3.817888 -4.840672 -1.772 2.111 -0.103
H -2.876046 3.000839 -0.006925 -0.526 -1.954 -0.999
H -2.203970 3.554197 1.166345 0.453 -0.328 0.944
O -2.683704 3.814808 0.392114 0.167 2.100 0.216
H -0.985858 2.958707 5.025140 -0.049 -0.468 0.063
H -1.693619 4.228319 4.740610 -1.951 1.281 0.736
O -0.960547 3.738656 4.472469 2.194 -0.665 -0.987
H -5.499210 1.854282 1.717877 0.814 -1.504 0.944
H -5.239715 3.357646 1.382300 -1.614 -2.354 -0.456
O -5.865761 2.552518 1.219771 0.902 3.711 -0.618
H 1.093846 -2.989572 -3.547495 0.740 -0.165 -0.100
O 1.665640 -3.001198 -2.783762 0.418 0.346 0.416
H 3.540399 2.730806 2.445712 0.228 -1.056 -0.355
O 3.464671 1.881404 1.942859 0.120 2.059 -1.314
H 2.442958 -4.854891 -0.286555 -1.012 -2.473 -0.724
H 2.013855 -5.181641 -1.617197 -0.570 0.067 -1.439
O 2.034689 -5.656784 -0.796470 1.795 2.380 1.607
H 4.538518 0.827199 -0.074444 -0.306 0.545 0.183
H 3.930611 -0.553308 0.056318 -2.471 -0.382 0.470
O 4.726304 -0.099830 -0.085393 3.403 0.317 -0.310
H 3.629648 5.166604 -0.047700 4.339 1.219 -4.438
H 2.123514 5.354041 0.211405 0.825 -0.593 0.103
O 3.008083 5.006194 0.542440 -4.890 -0.839 4.274
H -1.653736 -2.360215 -0.148911 -0.636 1.540 1.516
H -1.744680 -2.110852 1.379803 -0.002 -0.111 0.044
O -1.833654 -1.641594 0.548896 0.118 0.516 -2.646
H 0.615390 2.563370 -2.272638 1.618 -2.234 1.505
O 1.056488 1.745656 -1.797269 -3.950 1.537 -2.244
H 1.966638 0.291254 -4.302582 1.774 0.518 -0.108
H 0.659094 0.119016 -3.862837 -0.650 -0.418 -0.513
O 1.199277 -0.132766 -4.640042 -1.237 -0.115 0.751
H -2.147298 -3.271306 -2.308815 -0.608 0.373 0.841
H -1.578000 -4.252759 -1.431155 2.569 -3.299 0.352
O -2.147500 -3.556315 -1.364281 -1.978 2.654 -1.483
H -2.004594 0.313673 -3.311249 0.067 -5.240 6.298
H -2.017263 0.414490 -4.721645 0.076 0.127 -0.386
O -1.985299 0.927848 -3.910935 -0.097 5.382 -6.353
H -0.484301 2.931651 -4.628606 -0.122 -0.232 0.174
H -0.244043 4.251263 -5.432094 1.947 -2.838 2.312
O 0.273852 3.477214 -4.876184 -2.127 3.074 -2.410
H 1.191475 -1.439452 5.999572 -2.823 -3.848 0.419
H 0.109284 -2.259125 5.185351 -0.541 0.073 -0.604
O 0.533206 -2.363433 6.029863 3.531 3.645 0.562
H 3.362698 -3.133086 2.110609 2.816 4.199 -0.448
H 3.361522 -4.456625 2.932687 -0.523 1.145 -1.029
O 2.904042 -3.877576 2.267209 -2.049 -5.053 1.360
H 1.634154 -0.586447 -0.575941 -0.326 0.084 -0.515
O 2.077570 -0.045152 0.073641 -0.317 4.311 -0.165
H 2.363834 -2.452344 5.040949 1.217 2.508 0.829
H 3.823740 -2.108439 5.018599 0.080 0.982 0.136
O 2.996838 -1.642132 5.241545 -0.956 -3.442 -1.012
H -3.239671 -3.072306 2.470722 9.403 -12.495 -9.863
O -3.581385 -2.537915 2.914425 -10.943 13.058 10.270
H -3.016001 2.907491 -3.846353 1.143 -0.415 -0.504
H -3.301180 4.264043 -3.574916 1.132 0.511 -0.524
O -2.580857 3.765222 -4.028723 -2.144 -0.141 1.008
H 4.227577 -1.469786 -1.444311 3.171 1.340 0.006
H 3.513798 -2.757592 -1.015788 0.070 0.978 -0.703
O 3.407624 -1.862661 -1.410883 -2.714 -2.631 0.329
H -0.692596 -1.181810 3.752372 -0.525 -1.060 0.088
H 0.065537 -1.575734 2.276181 -1.050 1.657 2.650
O -0.139897 -0.892139 3.026674 1.727 -0.658 -2.656
H -4.668389 -1.570466 2.023139 -0.511 1.461 -0.090
H -4.309434 -0.943904 0.819039 2.960 -0.256 -2.970
O -4.896669 -0.742871 1.476625 -2.153 -0.784 2.970
H -0.342119 4.769779 0.077670 2.223 1.710 0.696
H 0.478761 5.630569 1.173113 -0.455 -0.198 0.953
O 0.443679 5.419759 0.240059 -2.172 -0.964 -1.702
H -0.988752 -2.239131 -5.372967 0.651 0.272 -0.997
H -2.494476 -2.278495 -5.278494 0.079 -0.078 0.533
O -1.693790 -2.026858 -4.789704 -1.209 0.507 0.314
H 3.286277 2.535259 -5.593418 0.605 -0.167 0.207
H 2.032750 3.321065 -5.640723 1.231 0.312 1.550
O 2.919888 3.302596 -5.145237 -1.609 -0.363 -1.937
H 3.737569 3.762012 -3.024003 3.667 -0.435 -1.390
H 2.399944 3.738952 -3.346181 0.835 0.650 2.402
O 3.003395 3.919052 -2.515336 -4.401 -0.200 -0.722
H -4.074300 -1.439907 -3.253185 0.261 -1.946 -0.420
H -4.568725 -2.698383 -2.582805 0.785 0.012 -1.189
O -4.016386 -2.446165 -3.375393 -1.194 2.020 1.679
H 1.828026 5.542401 2.993604 0.389 -0.647 0.298
H 0.441989 4.787052 3.431728 0.523 -0.190 0.262
O 0.877431 5.549786 3.021030 -0.994 0.816 -0.435
H -0.561163 -4.044865 1.277250 -2.271 0.034 1.514
O -1.395314 -3.640525 1.755964 2.262 -0.613 -0.071
H -1.653811 0.035822 -0.712198 -0.778 -1.283 2.768
H -0.794329 1.000549 -1.393508 2.759 2.842 0.666
O -1.374558 0.328020 -1.538023 -1.948 -2.081 -2.775
H 1.906438 1.013115 -0.193881 -0.168 -4.508 1.443
H 2.312593 -2.285922 -2.937949 -0.418 -0.431 0.576
H -3.204767 -2.021157 3.632632 1.241 -0.700 0.099
H 3.259064 2.246858 1.015549 0.541 -1.081 2.048
H 1.957392 1.932238 -1.723485 2.305 1.100 -0.215
H -2.141501 -4.219109 1.742846 -0.123 -1.166 -0.350
O 0.646352 -5.045053 1.422084 -0.197 11.275 -0.644
H 0.744348 -5.869805 1.466204 1.513 -10.436 0.285
H 1.511802 -4.553043 1.356101 -1.147 -1.099 0.689
O -1.882143 -1.767183 5.013153 -0.132 -3.223 0.351
H -2.167082 -1.093841 5.658466 0.037 -0.315 0.594
H -1.791910 -2.793097 5.473472 -0.573 3.721 -1.078
O 4.850771 -0.421900 3.295628 2.422 -1.598 5.643
H 5.675111 0.069402 3.319415 0.474 -0.107 0.800
H 4.635204 -0.173895 2.490932 -2.785 1.644 -6.510
O 4.409821 -4.159363 -3.538540 -1.201 1.823 -1.623
H 3.650896 -4.640964 -3.112486 0.703 1.295 -1.106
H 4.066770 -3.378264 -4.181522 0.631 -3.183 2.658
O -3.476903 2.432590 5.087437 -1.267 -0.617 7.371
H -3.469496 1.500372 5.355744 0.127 0.266 -0.843
H -3.339953 2.599639 4.246062 1.157 0.242 -6.561
O -6.094296 -0.276983 -1.225068 -0.232 -4.060 -2.559
H -5.512835 -0.323652 -0.517930 1.056 0.893 2.423
H -6.515141 0.492850 -1.446007 -0.972 3.157 0.119
O -1.772667 1.120317 2.104159 -1.190 0.108 0.183
H -1.901555 0.239464 2.512658 0.311 0.650 -0.500
H -0.836376 1.158723 1.942663 0.708 -0.248 0.046
```
Forces are in eV/Å.

Summary:
Total charge ... -1
Kohn-Sham gap (spin up / spin down) ... 0.056 / 0.328 hartree
E ... -83190.5289 eV
Expectation value of S² ... 0.75
Spin multiplicity ... 2
HOMO (spin up / spin down) ... -0.35 / -7.77 eV